No. 1
The following is a quantum chemistry calculation of C47H68CaN4O3P2 as an isolated structure at a distorted geometry, from the Open Molecules 2025 dataset.

ORCA input file:
```
! wB97M-V def2-TZVPD RIJCOSX def2/J DEFGRID3
* xyz 0 1
Ca 1.9527 -0.4413 0.3589
C -4.0307 -3.9280 1.8745
C -4.1819 -3.3896 0.4557
C -3.6936 -4.4061 -0.6457
P -3.3876 -1.5597 0.2250
C -4.5887 -0.4180 1.0985
C -4.3529 -0.3781 2.6167
C -6.0029 -0.7720 0.7500
C -3.7758 -1.2401 -1.4969
C -4.8689 -1.7779 -2.2021
C -5.1622 -1.3119 -3.4822
C -6.4020 -1.9300 -4.2026
C -4.3379 -0.4315 -4.1695
C -3.2524 0.1180 -3.5454
C -2.8738 -0.3049 -2.2304
N -1.8778 0.2948 -1.5386
C -0.8918 0.9633 -2.2433
C -0.2283 0.2587 -3.3045
C 0.9274 0.7073 -3.8805
C 1.5252 1.9036 -3.5348
C 2.9061 2.1757 -3.9082
C 0.7375 2.6775 -2.6463
C -0.4721 2.2881 -2.0307
P -1.4624 3.2757 -0.8011
C -2.7105 4.1651 -1.8856
C -2.5974 4.3063 -3.4205
C -4.0864 3.4908 -1.4932
C -0.4174 4.7192 -0.1807
C -0.7014 5.0823 1.2825
C -0.3103 6.0337 -0.9805
H -4.0029 -5.0565 1.9835
H -4.9379 -3.6287 2.4255
H -3.1419 -3.5773 2.3821
H -5.2427 -3.1411 0.3474
H -2.8390 -4.9832 -0.2763
H -3.3756 -3.8969 -1.5171
H -4.5519 -5.0727 -0.8428
H -4.2400 0.6267 0.8677
H -4.9885 -1.0613 3.1243
H -4.7033 0.5870 3.0320
H -3.3203 -0.5714 2.9628
H -6.3284 -1.5485 1.4350
H -6.2806 -0.9803 -0.3400
H -6.6693 0.0501 1.0637
H -5.6606 -2.3736 -1.6853
H -6.7338 -1.2828 -5.0164
H -7.3031 -2.0753 -3.6342
H -6.2008 -2.9255 -4.5937
H -4.6056 -0.1939 -5.2245
H -2.6625 0.9419 -3.8676
H -0.6461 -0.6868 -3.4508
H 1.3064 0.2807 -4.7900
H 3.5248 1.2999 -3.7628
H 3.3334 2.9743 -3.2515
H 2.8762 2.6100 -4.8924
H 1.1315 3.6165 -2.2360
H -2.7728 5.1865 -1.4550
H -3.6008 4.3781 -3.8661
H -2.3216 3.3520 -3.9247
H -1.9481 5.1548 -3.7497
H -4.5378 2.7522 -2.1855
H -4.7845 4.3674 -1.3680
H -4.0501 3.0694 -0.3968
H 0.5538 4.2177 -0.1751
H -1.0023 4.2219 1.9236
H -1.3361 5.9262 1.4856
H 0.2670 5.4070 1.6789
H 0.1044 5.9932 -1.9847
H 0.3225 6.7293 -0.3560
H -1.2436 6.5737 -0.9971
C 5.6513 -0.1166 -0.9897
C 5.4270 -1.6146 -1.2362
C 6.0899 -2.1807 -2.4042
C 5.9223 -3.5555 -2.6584
C 4.9729 -4.2352 -1.8848
C 4.2862 -3.7114 -0.7897
C 3.3704 -4.5842 -0.0015
C 4.5657 -2.4197 -0.4285
N 3.9328 -1.8329 0.6658
C 4.4672 -2.0104 1.8409
C 5.7035 -2.8476 2.1454
C 3.9511 -1.2993 3.0121
C 4.7653 -1.3427 4.2814
N 2.7262 -0.6853 2.8976
C 2.1290 0.0154 3.9144
C 2.6804 1.2136 4.3801
C 3.9908 1.6800 3.7741
C 2.1036 2.0454 5.3364
C 0.9521 1.6111 5.9506
C 0.2551 0.3984 5.4719
C 0.8104 -0.3054 4.4084
C -0.0120 -1.4764 3.8791
H 6.2629 -0.0173 -0.1202
H 4.8177 0.5944 -0.8363
H 6.2324 0.4130 -1.7475
H 6.7967 -1.5641 -2.9949
H 6.4001 -3.9888 -3.4838
H 4.6395 -5.2414 -2.1282
H 2.7816 -5.1573 -0.7084
H 2.6814 -4.0187 0.7311
H 3.7873 -5.2113 0.7299
H 6.1717 -3.3070 1.3479
H 5.3094 -3.6638 2.8460
H 6.3882 -2.1579 2.7521
H 4.8809 -2.4100 4.4992
H 4.2989 -0.7669 5.0804
H 5.7266 -0.9347 4.0391
H 4.0182 2.7170 3.5648
H 4.1199 1.3133 2.7602
H 4.9045 1.4270 4.3358
H 2.7938 2.8720 5.6860
H 0.5346 2.2624 6.6588
H -0.6335 0.0745 5.9743
H 0.6376 -2.3715 3.7136
H -0.5207 -1.2649 2.9425
H -0.6849 -1.7519 4.7005
O -0.4088 0.2241 0.5596
H -0.5252 1.1790 0.6788
H -1.2103 0.0156 -0.0717
O 1.0400 -2.2306 -0.6775
H 1.3813 -3.1313 -0.8501
H 0.1265 -2.4112 -0.4918
O 3.4799 3.9364 -0.3010
C 3.2034 2.8030 -0.2701
N 3.0579 1.5911 -0.1952
*
```

* Kohn-Sham gap: 3.536 eV
* calculated total energy: -98960.82060 eV
* HOMO energy: -5.5 eV
* M: 839.11 g/mol
* largest force on an atom: 5.8 eV Å⁻¹
* relative energy (zero: lowest compared OMol25 entry of this formula, charge and spin): 125.88 kJ/mol

Atom charges from the Mulliken analysis, given in e for atoms 1 to 99: Ca 1.717; C -1.305; C 0.773; C -1.635; P 0.342; C 1.314; C -1.503; C -1.587; C -0.037; C -0.343; C 0.880; C -1.908; C -1.301; C 0.052; C -0.932; N 0.722; C -1.763; C -0.296; C -1.554; C 0.873; C -1.865; C 0.269; C 0.817; P 0.237; C 0.727; C -1.406; C -1.405; C 1.594; C -1.729; C -1.678; H 0.382; H 0.305; H 0.173; H 0.231; H 0.421; H 0.414; H 0.335; H -0.245; H 0.427; H 0.413; H 0.213; H 0.351; H 0.265; H 0.409; H 0.258; H 0.394; H 0.387; H 0.367; H 0.270; H 0.248; H 0.818; H 0.432; H 0.350; H 0.274; H 0.470; H 0.366; H 0.353; H 0.496; H 0.152; H 0.253; H 0.270; H 0.481; H 0.228; H -0.673; H 0.362; H 0.339; H 0.475; H 0.274; H 0.406; H 0.410; C -1.094; C 1.093; C -0.867; C -1.145; C -0.850; C 1.899; C -1.923; C -0.982; N 1.351; C 0.142; C -1.780; C 0.557; C -2.317; N 0.387; C -0.892; C 2.155; C -1.615; C -0.882; C -0.822; C -1.064; C 1.208; C -1.155; H 0.439; H -0.205; H 0.409; H 0.401; H 0.478; H 0.424; H 0.536

***

No. 2
The following is a quantum chemistry calculation of C53H54BrCsNOP2S4 as an isolated structure at a distorted geometry, from the Open Molecules 2025 dataset.

ORCA input file:
```
! wB97M-V def2-TZVPD RIJCOSX def2/J DEFGRID3
* xyz 1 1
Cs 0.0865 -1.7711 -0.0513
C -0.6707 -2.6408 4.7180
C -2.0464 -2.7860 4.1518
S -2.0126 -3.6354 2.5513
C -3.7829 -3.5660 2.1283
C -4.1485 -3.2597 0.7127
S -3.5295 -1.7169 -0.1685
C -4.2893 -0.3398 0.7013
C -3.6492 -0.0571 2.0552
S -1.8554 0.1505 1.9624
C -1.4546 0.4408 3.6913
C 0.0317 -0.0199 4.0252
S 0.5318 -1.7730 3.7011
H -0.2297 -3.6013 5.0167
H -0.6984 -2.0894 5.6350
H -2.5141 -1.8215 3.9758
H -2.6979 -3.3949 4.8042
H -4.3178 -2.8232 2.7730
H -4.1690 -4.5804 2.3504
H -5.2301 -3.1870 0.5795
H -3.8529 -4.0905 0.0805
H -5.3886 -0.4124 0.7842
H -3.9717 0.5131 0.0897
H -3.9664 -0.8150 2.8157
H -3.9356 0.9307 2.4352
H -2.1506 -0.1121 4.2755
H -1.4386 1.5255 3.8667
H 0.2219 0.2821 5.0438
H 0.6929 0.6094 3.4625
C 3.2085 -6.7639 2.0769
C 2.2237 -6.1279 1.1337
C 1.0256 -6.8130 1.0647
C 0.0028 -6.3363 0.2074
C 0.2553 -5.1385 -0.4376
Br -1.1172 -4.5419 -1.6604
N 1.4128 -4.5004 -0.3881
C 2.3977 -4.9885 0.3368
H 3.0483 -6.3069 3.0664
H 4.2535 -6.6537 1.7830
H 3.0076 -7.8354 2.1057
H 0.7807 -7.6979 1.6602
H -0.9332 -6.8527 0.0693
H 3.3057 -4.3851 0.2869
C -2.2336 4.0668 2.4473
C -1.3575 3.8880 1.1959
C -1.0470 5.3710 0.6434
C -2.0861 3.0647 0.1301
C -3.3835 3.3726 -0.2168
C -3.9925 2.7350 -1.2367
C -3.3298 1.7587 -1.9987
C -2.0042 1.4736 -1.8018
P -1.0593 0.3469 -2.8518
C 0.0267 1.5051 -3.7390
C 1.1014 0.9624 -4.4758
C 2.0072 1.7896 -5.1343
C 1.7656 3.1458 -5.1258
C 0.7327 3.7150 -4.4054
C -0.1308 2.8949 -3.7289
C -2.2239 -0.3110 -4.0439
C -2.5598 -1.6810 -3.9014
C -3.4051 -2.3318 -4.7907
C -3.9391 -1.6273 -5.8419
C -3.6275 -0.3011 -6.0234
C -2.7520 0.3746 -5.1429
C -1.4136 2.1369 -0.6604
O -0.0952 1.8087 -0.3975
C 0.5656 2.3195 0.7291
C 1.8627 1.8501 0.9097
C 2.5874 2.3341 1.9631
C 2.0444 3.2967 2.8284
C 0.7453 3.7213 2.6457
C -0.0356 3.2496 1.5932
P 2.5435 0.8214 -0.4013
C 3.4497 -0.4143 0.4990
C 3.2173 -0.8204 1.8232
C 3.8757 -1.8954 2.3831
C 4.9107 -2.4564 1.6678
C 5.1838 -2.1109 0.3611
C 4.4670 -1.0698 -0.2553
C 3.8342 2.0140 -0.9477
C 5.1756 2.1678 -0.5918
C 5.9613 3.1734 -1.0814
C 5.3533 4.1270 -1.9748
C 4.0515 3.9681 -2.3286
C 3.2635 2.9257 -1.8426
H -3.1964 4.4880 2.1277
H -1.7473 4.8232 3.0971
H -2.3525 3.1403 2.9983
H -1.9773 5.8592 0.5816
H -0.5994 5.3528 -0.3588
H -0.4817 5.9857 1.3434
H -3.8703 4.1916 0.3432
H -5.0320 2.9897 -1.5320
H -3.8874 1.2389 -2.7504
H 1.3078 -0.1079 -4.4375
H 2.8585 1.4153 -5.6748
H 2.4473 3.8578 -5.6305
H 0.6685 4.7931 -4.3920
H -0.8446 3.4320 -3.1119
H -2.1183 -2.1595 -3.0618
H -3.7196 -3.3460 -4.6298
H -4.6823 -2.1356 -6.4709
H -4.0240 0.2372 -6.9039
H -2.4008 1.3759 -5.3435
H 3.5807 2.0064 2.1148
H 2.6322 3.8482 3.5284
H 0.2996 4.4885 3.3010
H 2.3934 -0.4257 2.4247
H 3.6202 -2.2742 3.3797
H 5.4312 -3.2167 2.1781
H 6.0229 -2.6561 -0.0912
H 4.7475 -0.6820 -1.2253
H 5.6314 1.3846 0.0374
H 7.0657 3.2311 -0.8488
H 5.9611 5.0039 -2.2262
H 3.6057 4.6666 -3.0541
H 2.1744 2.8173 -2.0636
*
```

* Kohn-Sham gap: 8.300 eV
* calculated total energy: -191880.28335 eV
* HOMO energy: -10.0 eV
* M: 1124.05 g/mol
* largest force on an atom: 2.9 eV Å⁻¹
* relative energy (zero: lowest compared OMol25 entry of this formula, charge and spin): 124.59 kJ/mol

Atom charges from the Mulliken analysis, given in e for atoms 1 to 99: Cs 1.637; C -1.483; C 0.338; S 0.196; C -0.791; C -1.147; S 0.347; C -0.026; C -1.714; S 0.596; C -1.775; C -0.347; S 0.233; H 0.452; H 0.567; H -0.763; H 0.621; H 0.373; H 0.565; H 0.501; H 0.367; H 0.716; H -0.712; H 0.429; H 0.699; H 1.320; H 0.217; H 0.735; H -0.651; C -1.354; C 0.948; C -0.503; C -0.721; C 0.312; Br -0.126; N -0.245; C -0.744; H 0.246; H 0.374; H 0.436; H 0.361; H 0.453; H 0.493; C -1.836; C 1.094; C -1.790; C 1.638; C -0.292; C -1.544; C -0.553; C 0.689; P 0.889; C 0.246; C -0.621; C -0.797; C -0.526; C -0.577; C -0.057; C -0.044; C -0.259; C -0.474; C -0.536; C -0.662; C -0.141; C -0.901; O 0.264; C -0.881; C 0.828; C 0.252; C -1.880; C -0.190; C 0.670; P -0.026; C 0.714; C 0.453; C -0.377; C -0.766; C -0.907; C -1.280; C 0.225; C 0.088; C -0.577; C -0.686; C -0.624; C 0.018; H 0.509; H 0.506; H 0.047; H 0.524; H 0.319; H 0.404; H 0.270; H 0.310; H 0.501; H 0.382; H 0.495; H 0.363; H 0.448; H 0.212

***

No. 3
The following is a quantum chemistry calculation of a 7-piece molecular cluster, C23H47F5N3O6 overall, from the Open Molecules 2025 dataset.

ORCA input file:
```
! wB97M-V def2-TZVPD RIJCOSX def2/J DEFGRID3
* xyz 1 1
N 1.7342 -0.9951 2.8900
C 1.4467 -0.2106 1.8255
N 2.2257 0.7272 1.3527
C 1.5199 1.6604 0.4564
C 0.1081 1.0260 0.4584
N 0.2647 -0.3014 1.1279
C 0.1381 -1.5181 0.3020
F -0.8584 -1.2540 -0.5849
F -0.2745 -2.5148 1.1178
C 1.3937 -1.9257 -0.4217
C 2.1708 -2.9912 0.0137
C 3.3394 -3.3025 -0.6666
C 3.7365 -2.5465 -1.7547
C 2.9582 -1.4749 -2.1741
C 3.3953 -0.6302 -3.3409
F 3.0292 -1.1375 -4.5360
F 4.7427 -0.4939 -3.3582
F 2.8765 0.6182 -3.2504
C 1.7791 -1.1711 -1.5189
H 2.5254 -1.6147 2.8963
H 1.1802 -0.9147 3.7309
H 3.0412 1.0108 1.8789
H 1.5141 2.6216 0.9592
H 1.9893 1.6864 -0.5241
H -0.4942 1.6250 1.1422
H -0.4468 1.0101 -0.4727
H 1.8570 -3.5661 0.8731
H 3.9327 -4.1422 -0.3354
H 4.6563 -2.7715 -2.2766
H 1.1644 -0.3480 -1.8626
C -2.1859 0.4735 5.4344
C -1.4838 -0.5834 6.2632
O -0.1783 -0.8849 5.7375
H -2.2857 0.1403 4.3999
H -3.1800 0.6816 5.8287
H -1.6186 1.4099 5.4329
H -2.0413 -1.5148 6.2509
H -1.3856 -0.2565 7.3012
H 0.3279 -0.0665 5.7750
C -3.2600 -0.0058 -4.0316
C -1.9376 0.6023 -3.6154
O -1.9122 0.9173 -2.2168
H -4.0833 0.6720 -3.8021
H -3.2717 -0.2194 -5.1007
H -3.4427 -0.9402 -3.4950
H -1.7590 1.5418 -4.1354
H -1.1116 -0.0784 -3.8518
H -2.0712 0.1008 -1.7337
C -5.2345 3.7930 -4.9180
C -6.3708 3.3837 -3.9997
O -5.9589 2.4227 -3.0294
H -4.8268 2.9197 -5.4290
H -5.5738 4.5084 -5.6676
H -4.4245 4.2551 -4.3480
H -7.1703 2.9098 -4.5663
H -6.7881 4.2618 -3.4967
H -5.2611 2.8198 -2.4992
C -2.3124 -6.0619 7.0000
C -3.0906 -4.9836 6.2724
O -2.5402 -3.6826 6.4910
H -2.2905 -5.8575 8.0703
H -2.7618 -7.0423 6.8406
H -1.2790 -6.0993 6.6467
H -4.1153 -4.9367 6.6360
H -3.1220 -5.1940 5.1984
H -1.6332 -3.6959 6.1677
C 4.7919 -0.8820 -8.4156
C 5.8160 -0.0579 -7.6583
O 5.2463 0.6095 -6.5353
H 3.9711 -0.2491 -8.7533
H 5.2414 -1.3646 -9.2840
H 4.3708 -1.6598 -7.7733
H 6.2239 0.7260 -8.2938
H 6.6449 -0.6942 -7.3300
H 4.8833 -0.0572 -5.9460
C 0.2764 5.1981 4.2010
C 1.0847 3.9702 3.8399
O 1.5840 4.0256 2.4962
H -0.5615 5.3191 3.5148
H -0.1114 5.1231 5.2168
H 0.8924 6.0971 4.1380
H 0.4626 3.0747 3.8878
H 1.9210 3.8429 4.5340
H 2.1422 4.8067 2.4191
*
```

* Kohn-Sham gap: 8.217 eV
* calculated total energy: -54949.54410 eV
* HOMO energy: -11.7 eV
* M: 556.63 g/mol
* largest force on an atom: 1.0 eV Å⁻¹

Want to see where the charge sits? The Mulliken charges in e are: N -0.188; C -0.237; N 0.066; C -0.151; C -0.212; N 0.284; C 0.747; F -0.222; F -0.357; C 0.067; C -0.838; C -0.856; C -0.721; C -0.211; C 0.929; F -0.245; F -0.269; F -0.248; C -0.126; H 0.244; H 0.136; H 0.305; H 0.135; H 0.323; H 0.333; H 0.032; H 0.646; H 0.435; H 0.519; H 0.762; C -0.960; C -0.076; O -0.530; H 0.236; H 0.364; H 0.245; H 0.163; H 0.293; H 0.264; C -1.054; C -0.216; O -0.479; H 0.214; H 0.363; H 0.381; H 0.349; H 0.169; H 0.268; C -0.916; C -0.297; O -0.500; H 0.217; H 0.360; H 0.290; H 0.280; H 0.280; H 0.285; C -1.009; C -0.298; O -0.474; H 0.273; H 0.341; H 0.329; H 0.282; H 0.258; H 0.252; C -0.985; C -0.220; O -0.467; H 0.259; H 0.340; H 0.299; H 0.287; H 0.248; H 0.223; C -1.186; C 0.061; O -0.511; H 0.318; H 0.349; H 0.362; H 0.027; H 0.299; H 0.269

***

No. 4
The following is a quantum chemistry calculation of C16H25ClI2LaN3P2 as an isolated structure at a distorted geometry, from the Open Molecules 2025 dataset.

ORCA input file:
```
! wB97M-V def2-TZVPD RIJCOSX def2/J DEFGRID3
* xyz 2 1
I -1.2834 2.3345 1.7175
I -1.4681 -2.4149 1.4286
La 0.0996 0.0683 -0.2589
P -2.9706 -0.0357 -0.2377
C -4.0112 0.0560 1.2911
C -3.6516 1.3666 -1.1943
H -4.7138 1.1398 -1.3650
H -4.8368 -1.1447 -1.2159
H -3.0890 1.4565 -2.1327
H -3.2944 -1.5352 -2.1117
H -3.6845 0.9582 1.8322
H -3.4944 2.3001 -0.6448
C -3.7730 -1.4139 -1.1304
H -5.0850 0.0793 1.0090
H -3.6005 -2.3479 -0.5810
H -3.7420 -0.8188 1.9007
P 3.0751 0.0105 -0.1336
C 4.2165 0.1019 1.3194
C 3.7588 -1.4112 -1.0789
H 3.0115 1.3879 -2.1447
H 4.6953 1.2384 -1.4947
H 3.4731 2.3439 -0.7419
C 3.6342 1.3775 -1.2381
H 3.1967 -1.5372 -2.0148
H 4.8261 -1.2430 -1.2874
H 5.2932 0.0432 1.0538
H 3.9452 -0.7375 1.9832
H 3.6175 -2.3367 -0.5062
H 3.9797 1.0286 1.8723
Cl 0.2071 0.4575 -2.9140
N -0.8872 1.9396 11.2183
C -0.7344 1.6457 10.0891
C -0.5099 1.2110 8.7168
C -1.2209 1.7640 7.6369
C -0.9648 1.2955 6.3374
C 0.0009 0.2947 6.1108
C 0.7086 -0.2205 7.1923
C 0.4476 0.2209 8.4841
N 0.2976 -0.2225 4.8184
C 1.2220 -1.2336 4.5143
C 1.3217 -1.3269 3.1738
N 0.5163 -0.3609 2.6100
C -0.1660 0.1754 3.6111
H -1.9479 2.5498 7.8255
H -1.5200 1.7079 5.4978
H 1.4822 -0.9810 7.0494
H 0.9945 -0.1907 9.3351
H 1.7128 -1.7907 5.2513
H 1.8172 -2.0475 2.5668
H -0.9976 0.8885 3.4843
*
```

* Kohn-Sham gap (alpha / beta): 3.930 / 4.468 eV
* calculated total energy: -69615.45124 eV
* HOMO energy (alpha / beta): -14.3 / -14.3 eV
* M: 749.51 g/mol
* largest force on an atom: 3.3 eV Å⁻¹
* relative energy (zero: lowest compared OMol25 entry of this formula, charge and spin): 0.00 kJ/mol

Want to see where the charge sits? The natural (NBO) charges in e are: I 0.162; I 0.161; La 1.793; P 0.689; C -0.922; C -0.934; H 0.254; H 0.258; H 0.264; H 0.264; H 0.231; H 0.235; C -0.924; H 0.262; H 0.234; H 0.240; P 0.641; C -0.906; C -0.913; H 0.266; H 0.263; H 0.247; C -0.916; H 0.258; H 0.263; H 0.269; H 0.240; H 0.244; H 0.250; Cl -0.626; N -0.211; C 0.231; C -0.128; C -0.125; C -0.246; C 0.200; C -0.223; C -0.134; N -0.331; C -0.034; C -0.089; N -0.595; C 0.202; H 0.254; H 0.212; H 0.226; H 0.258; H 0.247; H 0.235; H 0.205

***

> M of number 4 (C16H25ClI2LaN3P2)?

749.51 g/mol